Entry 1:
22
Properties=species:S:1:pos:R:3:forces:R:3:mulliken_charge:R:1 method="wB97M-V/def2-TZVPD" homo_energy_ev="-1.48 / -1.48" gap_ha="0.1630 / 0.1630" relative_energy_kcal_mol=0.00 charge=-1 largest_force_ev_per_a=3.82
Cd 0.44759 -1.39750 -0.67094 1.996 -3.236 -0.335 0.601
N -3.39777 -0.14365 -1.20868 0.128 -0.131 0.010 -0.387
C -2.12194 -0.48390 -0.86732 -1.460 0.340 0.927 0.783
O -1.24257 -0.40062 -1.70441 -0.232 0.546 -0.675 -0.652
C -1.92016 -0.85116 0.58985 0.804 -0.115 0.850 -0.773
C -0.94079 -2.09460 0.88251 -1.809 2.595 -0.093 -1.028
H -3.58814 0.10557 -2.15950 -0.002 0.067 -0.173 0.229
H -4.13935 -0.14590 -0.53910 -0.066 -0.112 0.123 0.197
H -2.87698 -0.92906 1.11794 -0.323 0.142 -0.232 0.309
H -1.37964 -0.00050 1.02189 -0.311 0.319 0.000 0.256
H -1.56446 -2.84440 0.42220 0.350 -1.327 0.472 0.366
H -0.87219 -2.09473 1.99788 0.076 -0.494 -0.941 0.290
O 1.46390 -2.76610 -1.69459 0.204 0.605 -0.240 -1.205
C 3.49363 1.34440 1.15535 -0.132 0.027 0.075 -0.947
S 2.22473 0.34862 0.30900 0.701 0.822 0.250 0.190
C 1.41314 1.73046 -0.52724 0.076 0.056 0.050 -0.897
H 3.04344 2.07436 1.83114 0.009 0.005 -0.003 0.258
H 4.12049 1.85889 0.42628 -0.003 -0.005 -0.016 0.282
H 4.11472 0.66520 1.73464 0.001 -0.051 -0.002 0.289
H 2.10734 2.22105 -1.21046 0.004 0.003 -0.010 0.322
H 1.04020 2.45551 0.19887 0.003 0.001 -0.004 0.270
H 0.57481 1.34806 -1.10531 -0.013 -0.057 -0.035 0.247

---

Entry 2:
18
Properties=species:S:1:pos:R:3:forces:R:3:lowdin_spin:R:1 method="wB97M-V/def2-TZVPD" homo_energy_ev="-7.46 / -11.56" gap_ha="0.3081 / 0.4496" spin_multiplicity=2 relative_energy_kcal_mol=7.12 largest_force_ev_per_a=1.70
Cl 1.47664 -1.90060 -0.73593 0.128 0.043 -0.200 0.001
H 0.81236 -2.14234 0.32144 -0.168 -0.059 0.278 0.000
C -0.78736 -2.53223 2.99791 1.137 0.546 -0.592 0.602
C 0.45881 -1.81317 3.52559 -0.848 0.739 -0.127 0.084
C -1.78355 -1.66183 2.25193 0.081 0.626 0.574 0.082
C -0.69962 -3.97173 2.63058 0.593 -1.390 -0.781 0.095
C 0.70629 -4.67163 2.64900 -0.174 -0.047 0.772 0.007
H 0.41895 -1.54775 4.59796 -0.100 -0.158 -0.308 0.026
H 1.42262 -2.27178 3.35125 0.015 -0.654 0.013 0.007
H 0.53596 -0.86516 2.97631 -0.060 0.081 0.303 0.009
H -2.69411 -1.38954 2.83694 0.586 -0.165 -0.237 0.025
H -1.27184 -0.71900 1.98402 -0.388 -0.156 0.231 0.009
H -2.14351 -2.05490 1.30117 0.023 -0.498 0.060 0.008
H -1.39826 -4.60889 3.20046 0.115 0.261 0.043 0.030
H -1.03288 -4.08729 1.58433 -0.261 0.090 0.223 0.016
H 0.65506 -5.77002 2.68706 -0.441 0.307 -0.183 0.000
H 1.35038 -4.44258 1.79837 -0.204 0.303 -0.066 0.000
H 1.26887 -4.41816 3.54967 -0.032 0.130 -0.002 0.000

---

Entry 3:
18
Properties=species:S:1:pos:R:3:forces:R:3:lowdin_spin:R:1 method="wB97M-V/def2-TZVPD" homo_energy_ev="-8.16 / -11.52" gap_ha="0.3239 / 0.4270" spin_multiplicity=2 relative_energy_kcal_mol=5.64 largest_force_ev_per_a=0.73
Cl -1.91791 -1.55336 -5.63625 -0.028 -0.192 -0.692 0.001
H -1.86669 -1.21755 -4.42514 0.029 0.195 0.705 0.000
C -1.30930 0.10464 0.36465 -0.497 0.059 0.115 0.709
H -1.85190 1.02937 0.16095 -0.012 -0.370 0.062 0.045
H -1.85292 -0.79856 0.64545 -0.016 0.345 -0.124 0.045
C 0.15662 0.16521 0.59524 -0.093 -0.181 -0.449 0.094
C 0.73203 -1.24051 0.32195 0.300 0.163 0.038 0.016
C 0.73833 1.23576 -0.34870 0.241 -0.128 0.033 0.016
C 0.43037 0.55857 2.05178 -0.070 0.066 0.276 0.054
H 1.63213 -1.41509 0.92443 -0.088 -0.040 -0.221 0.001
H -0.01018 -1.99962 0.57777 0.165 -0.040 0.089 0.001
H 0.98383 -1.36300 -0.73802 -0.053 -0.024 0.209 0.001
H 1.63934 1.68815 0.07735 -0.011 -0.073 -0.163 0.001
H 0.98129 0.80924 -1.32993 -0.048 0.124 0.200 0.001
H 0.00065 2.02402 -0.50509 0.130 0.112 0.042 0.001
H 1.50616 0.58169 2.23955 0.027 0.010 -0.018 0.009
H 0.02534 1.54975 2.27723 0.007 -0.089 -0.028 0.002
H -0.01722 -0.15869 2.74678 0.018 0.062 -0.075 0.002